Entry 1:
This record from the OMol25 dataset describes a cluster of 2 separate species, C2H3NO2 in total in a non-equilibrium geometry. The level of theory is ωB97M-V/def2-TZVPD.

The geometry in XYZ format:
```
8
C2H3NO2 | the OMol25 dataset | ωB97M-V/def2-TZVPD
C -1.8303 0.0637 0.4446
C 0.5540 0.0384 -0.5099
N 1.5561 0.4135 0.3579
O -2.7493 -0.0880 -0.2555
O 1.1982 -0.9834 0.2412
H -1.7052 0.0224 1.6159
H 0.5846 0.0537 -1.6736
H 2.3918 0.4797 -0.2206
```

Results
Calculated total energy (a.u.): -283.00122
Highest occupied orbital energy (spin up / spin down) (eV): -8.24 / -8.56
Frontier orbital gap (spin up / spin down) (Ha): 0.3110 / 0.3257
ΔE to the lowest compared entry with this formula, charge and spin (kJ/mol): 674.20

***

Entry 2:
This record from the OMol25 dataset describes the molecule C4H6O2. The level of theory is ωB97M-V/def2-TZVPD.

The geometry in XYZ format:
```
12
C4H6O2 | the OMol25 dataset | ωB97M-V/def2-TZVPD
C -0.7995 -1.2309 -0.3290
C -0.0763 0.0843 -0.1631
C -0.5711 2.0852 1.1022
O -0.6117 0.7909 0.9891
C 1.4210 -0.0856 0.0641
O 2.0485 -1.0209 -0.3601
H -0.6718 -1.8539 0.5603
H -1.8650 -1.0606 -0.4993
H -0.3788 -1.7625 -1.1852
H -0.2093 0.7344 -1.0401
H -0.1043 2.4723 0.1452
H 1.8964 0.7369 0.6403
```

Results
Calculated total energy (a.u.): -306.36007
Highest occupied orbital energy (eV): -8.99
Frontier orbital gap (Ha): 0.3339
ΔE to the lowest compared entry with this formula, charge and spin (kJ/mol): 383.91

***

Entry 3:
This record from the OMol25 dataset describes a structure of composition C26H23IN4O4STi. The level of theory is ωB97M-V/def2-TZVPD.

The geometry in XYZ format:
```
60
C26H23IN4O4STi | the OMol25 dataset | ωB97M-V/def2-TZVPD
Ti 0.6356 0.8818 1.0838
C -0.9542 1.7370 -3.0692
C -1.8076 0.8027 -2.2709
N -2.8016 0.1781 -2.8711
C -3.5970 -0.6275 -2.1511
C -3.4681 -0.8193 -0.7951
C -4.4499 -1.6791 -0.0473
O -5.2788 -0.9244 0.8362
C -2.4076 -0.1697 -0.1369
C -2.3117 -0.1436 1.3183
N -1.2321 0.2392 1.8713
C -1.0169 0.7597 3.1695
C -1.7170 0.5959 4.3546
C -1.3021 1.3662 5.4306
C -0.2472 2.2714 5.2918
C 0.4353 2.4061 4.0861
C 0.0632 1.6168 3.0080
I 1.9614 3.1789 0.8390
C -1.5347 0.6225 -0.8907
O -0.4934 1.2540 -0.3688
H -1.1176 1.5568 -4.1290
H -1.2261 2.7718 -2.8449
H 0.0997 1.6239 -2.8194
H -4.3876 -1.1312 -2.6983
H -5.0568 -2.2423 -0.7620
H -3.9344 -2.4019 0.5859
H -5.7225 -0.2430 0.3198
H -3.2142 -0.3206 1.9008
H -2.5495 -0.0927 4.4372
H -1.8060 1.2813 6.3845
H 0.0415 2.8770 6.1420
H 1.2504 3.1156 3.9993
C 0.8344 -0.3844 -6.2215
C 1.0567 -0.5882 -4.7490
C 2.1339 0.0062 -4.0985
C 2.3418 -0.1777 -2.7405
C 1.4520 -0.9679 -2.0308
C 0.3666 -1.5706 -2.6525
C 0.1775 -1.3757 -4.0085
S 1.7263 -1.3252 -0.3349
O 0.4177 -1.2240 0.3699
O 2.3779 -2.5953 -0.2097
N 2.5263 -0.0546 0.1957
C 3.0323 -0.3063 1.4855
C 4.3197 -0.7349 1.7787
C 4.6372 -0.9303 3.1067
C 3.6819 -0.6917 4.0938
C 2.4336 -0.2482 3.7175
N 2.1234 -0.0648 2.4299
H 1.3779 0.4859 -6.5867
H -0.2249 -0.2467 -6.4402
H 1.1763 -1.2538 -6.7867
H 2.8138 0.6361 -4.6590
H 3.1651 0.3005 -2.2284
H -0.3297 -2.1675 -2.0763
H -0.6834 -1.8181 -4.4945
H 5.0204 -0.9087 0.9759
H 5.6269 -1.2713 3.3815
H 3.9071 -0.8406 5.1398
H 1.6587 -0.0239 4.4387
```

Results
Calculated total energy (a.u.): -3070.02816
Highest occupied orbital energy (eV): -8.29
Frontier orbital gap (Ha): 0.2781
ΔE to the lowest compared entry with this formula, charge and spin (kJ/mol): 8.76

***

Entry 4:
This record from the OMol25 dataset describes a cluster of 3 separate species, C5H13NO2 in total in a non-equilibrium geometry. The level of theory is ωB97M-V/def2-TZVPD.

The geometry in XYZ format:
```
21
C5H13NO2 | the OMol25 dataset | ωB97M-V/def2-TZVPD
C 1.2308 0.5047 2.7848
C 0.7218 -0.1777 1.7020
C 1.0737 0.1073 0.3316
N 1.0544 1.4978 -0.1432
C 1.1724 -0.8882 -0.6041
C 1.3156 -0.8065 -2.0711
H 1.9152 1.3657 2.6527
H 0.9364 0.0743 3.7576
H 0.1033 -0.9817 1.9750
H 1.9638 1.7690 -0.4741
H 0.8002 2.0374 0.7305
H 0.9665 -1.8910 -0.2487
H 0.3786 -1.0593 -2.6170
H 2.1426 -1.4552 -2.3010
H 1.6040 0.2309 -2.3767
O -3.6197 -1.1685 -0.3018
H -2.8613 -0.7320 -0.5801
H -3.4543 -2.0619 -0.2698
O -1.6502 0.8348 -1.0095
H -2.1127 1.5555 -0.7859
H -0.6891 0.8954 -0.8291
```

Results
Calculated total energy (a.u.): -403.47847
Highest occupied orbital energy (eV): -8.46
Frontier orbital gap (Ha): 0.3357
ΔE to the lowest compared entry with this formula, charge and spin (kJ/mol): 257.68

***

Entry 5:
This record from the OMol25 dataset describes a cluster of 2 separate species, CH7N2O in total in a non-equilibrium geometry. The level of theory is ωB97M-V/def2-TZVPD.

The geometry in XYZ format:
```
11
CH7N2O | the OMol25 dataset | ωB97M-V/def2-TZVPD
N 0.2978 -1.9194 2.2438
H -0.7183 -1.9622 2.1580
H 0.5569 -2.7544 1.7097
H 0.4474 -1.1543 1.5869
N -0.3356 1.8708 -0.3121
C -0.1029 0.7361 -1.3790
O 0.1447 -0.4413 -0.8693
H 0.5353 2.2080 0.0622
H -0.6969 1.2443 0.4077
H 0.7212 1.1470 -2.0392
H -1.0536 0.8061 -1.9555
```

Results
Calculated total energy (a.u.): -227.03777
Highest occupied orbital energy (eV): -2.64
Frontier orbital gap (Ha): 0.2686
Total charge: -1
ΔE to the lowest compared entry with this formula, charge and spin (kJ/mol): 31.38

***

Entry 6:
This record from the OMol25 dataset describes the ion C9H9ClNO3S with charge -1 in a non-equilibrium geometry. The level of theory is ωB97M-V/def2-TZVPD.

The geometry in XYZ format:
```
24
C9H9ClNO3S | the OMol25 dataset | ωB97M-V/def2-TZVPD
C -1.5591 0.9497 -0.2961
C -0.6814 -0.2531 -0.2817
C 0.6440 -0.2631 -0.0292
C 1.2597 0.9656 0.1497
C 2.5949 1.1693 0.2828
C 3.5531 0.1051 0.0589
Cl 5.1540 0.4971 -0.1684
C 3.0688 -1.0785 -0.2391
C 1.6678 -1.4577 0.1690
O 1.3978 -2.5305 -0.6189
S 0.1094 -3.5053 -0.0151
O 0.6136 -4.8189 -0.3711
O 0.1774 -3.1398 1.4042
N -1.1781 -3.1378 -0.7832
C -1.5289 -1.6881 -0.3800
H -2.5788 0.5962 -0.5860
H -1.0465 1.6259 -0.9860
H -1.7305 1.2879 0.7224
H 0.5512 1.7729 0.2450
H 2.8541 2.1630 0.6544
H 3.7635 -1.8747 -0.3456
H 1.7175 -1.7144 1.1637
H -1.8836 -1.8349 0.5915
H -2.4839 -1.4995 -1.0717
```

Results
Calculated total energy (a.u.): -1487.13867
Highest occupied orbital energy (eV): -4.54
Frontier orbital gap (Ha): 0.2753
Total charge: -1
ΔE to the lowest compared entry with this formula, charge and spin (kJ/mol): 85.80